--- A ---
Here is a cluster of 2 separate species, C4H11NO2S in total from the Open Molecules 2025 dataset. Energies are from wB97M-V/def2-TZVPD.

```
! RIJCOSX wB97M-V def2-TZVPD def2/J DEFGRID3
* xyz -2 1
C 0.726 -1.174 0.072
N 1.738 -0.617 -0.869
C 2.408 0.740 -0.439
O 3.692 0.478 -0.163
C -0.576 -0.421 0.109
C -1.431 -0.607 1.361
S -3.251 -0.202 1.307
H 1.241 -1.249 1.046
H 0.519 -2.228 -0.179
H 2.432 -1.283 -1.162
H 1.776 1.187 0.363
H 2.246 1.246 -1.402
H -1.195 -0.434 -0.787
H -0.304 0.670 0.024
H -1.053 0.016 2.168
H -1.404 -1.643 1.584
H -1.743 1.843 -1.138
H -3.150 1.665 -0.556
O -2.673 2.013 -1.340
*
```

Summary:
- Molecular weight: 137.20 g mol⁻¹
- Gap between HOMO and LUMO: 5.92 eV
- HOMO energy: -0.00020 hartree

--- B ---
Here is a cluster of 2 separate species, C4H11NO2S in total from the Open Molecules 2025 dataset. Energies are from wB97M-V/def2-TZVPD.

```
! RIJCOSX wB97M-V def2-TZVPD def2/J DEFGRID3
* xyz -2 1
C -0.058 -0.920 0.444
C -0.133 0.513 -0.171
C 0.762 0.747 -1.371
S 2.550 0.902 -1.008
N -1.540 0.753 -0.633
C -2.762 0.315 0.320
O -3.311 -0.846 0.049
H -1.034 -1.359 0.131
H 0.739 -1.581 0.420
H -0.192 -0.815 1.533
H 0.098 1.216 0.682
H 0.490 1.662 -1.812
H 0.621 -0.053 -2.119
H -1.667 0.029 -1.425
H -3.471 1.084 0.080
H -2.323 0.536 1.376
H 4.270 -1.271 1.068
H 3.254 -0.203 0.856
O 3.707 -0.710 1.579
*
```

Summary:
- Molecular weight: 137.20 g mol⁻¹
- Gap between HOMO and LUMO: 5.88 eV
- HOMO energy: 0.00340 hartree

Unit: eV. Relative energies: A 0.000; B 0.206.

--- A ---
Here is the molecule C6H9N3O from the Open Molecules 2025 dataset. Energies are from wB97M-V/def2-TZVPD.

```
! RIJCOSX wB97M-V def2-TZVPD def2/J DEFGRID3
* xyz 0 1
C -1.675 -2.788 0.189
C -0.177 -2.540 -0.076
C 0.524 -1.492 -0.357
N 1.056 -0.377 -0.477
C 2.079 0.349 -0.122
O 3.169 -0.187 -0.006
C 1.845 1.796 0.273
N 0.739 2.215 -0.574
C -0.324 2.178 0.088
N -1.542 2.145 -0.457
H -2.213 -1.970 -0.196
H -1.853 -2.720 1.229
H -2.036 -3.732 -0.214
H 0.329 -3.475 -0.160
H 1.673 1.901 1.312
H 2.745 2.282 -0.191
H -0.328 1.955 1.107
H -2.380 2.302 0.109
H -1.630 2.158 -1.477
*
```

Summary:
- SMILES: CC=C=NC(=O)C/N=C/N
- Molecular weight: 139.16 g mol⁻¹
- Gap between HOMO and LUMO: 9.16 eV
- HOMO energy: -0.31513 hartree

--- B ---
Here is the molecule C6H9N3O from the Open Molecules 2025 dataset. Energies are from wB97M-V/def2-TZVPD.

```
! RIJCOSX wB97M-V def2-TZVPD def2/J DEFGRID3
* xyz 0 1
C 0.276 1.306 0.236
C 0.694 0.501 -0.715
C -1.004 -1.367 0.815
C 1.879 0.683 -1.535
C 0.028 2.013 2.508
C -1.361 -2.477 -1.259
N 0.028 -0.716 -1.188
N -0.106 2.071 1.110
N -0.916 -1.312 -0.512
O -1.467 -0.682 1.688
H 2.116 -0.285 -2.098
H 2.675 1.094 -0.961
H 1.836 1.540 -2.260
H -0.925 1.631 2.817
H 0.171 3.050 2.829
H 0.806 1.427 2.827
H -1.764 -3.264 -0.520
H -2.305 -2.309 -1.813
H -0.662 -2.904 -1.970
*
```

Summary:
- Molecular weight: 139.16 g mol⁻¹
- Gap between HOMO and LUMO (spin up / spin down): 7.52 / 7.39 eV
- HOMO energy (spin up / spin down): -0.27899 / -0.26876 hartree

--- C ---
Here is the molecule C6H9N3O from the Open Molecules 2025 dataset. Energies are from wB97M-V/def2-TZVPD.

```
! RIJCOSX wB97M-V def2-TZVPD def2/J DEFGRID3
* xyz 0 1
C 2.609 1.403 1.226
N 1.376 0.784 0.746
C 0.153 1.380 0.856
C -0.852 0.729 0.076
C -0.734 -0.670 -0.760
C 0.723 -1.095 -0.525
N 1.605 -0.370 0.076
C -1.500 -1.120 -1.949
N -1.780 -1.714 -0.588
O -2.961 -1.216 0.002
H 2.993 0.620 1.985
H 3.155 1.501 0.285
H 2.430 2.464 1.692
H 0.093 2.121 1.605
H -1.917 0.895 0.047
H 0.863 -2.015 -0.912
H -1.165 -1.845 -2.589
H -2.285 -0.453 -2.168
H -2.805 -1.399 0.893
*
```

Summary:
- SMILES: CN1C=C[C@]2(C=N1)CN2O
- Molecular weight: 139.16 g mol⁻¹
- Gap between HOMO and LUMO: 8.43 eV
- HOMO energy: -0.27790 hartree

Unit: eV. Relative energies: A 0.000; B 3.238; C 3.456.

--- A ---
Here is the ion C6H8N3O2S with charge +1 from the Open Molecules 2025 dataset. Energies are from wB97M-V/def2-TZVPD.

```
! RIJCOSX wB97M-V def2-TZVPD def2/J DEFGRID3
* xyz 1 1
C -3.091 -0.417 -1.105
S -1.750 0.600 -1.898
O -1.086 0.063 -3.041
O -1.949 1.996 -1.759
N -0.532 0.198 -0.546
C 0.321 -0.793 -0.501
C 1.355 -0.563 0.430
C 1.190 0.758 0.967
N 0.063 1.370 0.510
C 2.240 0.938 1.985
N 2.982 -0.076 2.002
C 2.534 -1.118 1.090
H -2.976 -1.500 -1.103
H -2.969 -0.078 -0.122
H -4.065 0.009 -1.454
H 0.075 -1.597 -1.134
H -0.584 2.174 0.567
H 2.486 1.654 2.801
H 2.345 -2.004 1.670
H 3.414 -1.613 0.638
*
```

Summary:
- SMILES: CS(=O)(=O)[n+]1cc2c([nH]1)C=NC2
- Molecular weight: 186.22 g mol⁻¹
- Gap between HOMO and LUMO: 9.32 eV
- HOMO energy: -0.51297 hartree

--- B ---
Here is the ion C6H8N3O2S with charge +1 from the Open Molecules 2025 dataset. Energies are from wB97M-V/def2-TZVPD.

```
! RIJCOSX wB97M-V def2-TZVPD def2/J DEFGRID3
* xyz 1 1
C -0.395 1.929 0.103
C 0.848 1.707 -0.185
C -1.713 1.241 0.038
C -1.606 -0.117 -0.163
C 0.858 -0.667 -0.034
C 2.884 -2.546 0.110
N 1.563 0.468 -0.091
N -2.753 1.976 0.229
N -2.283 -1.278 0.025
O -3.516 -1.046 0.121
O -1.689 -2.338 -0.235
S 1.083 -2.281 0.176
H -0.607 2.989 0.240
H 1.470 2.490 -0.533
H 3.276 -1.609 -0.415
H 2.952 -3.483 -0.514
H 3.309 -2.591 1.161
H 2.523 0.590 -0.313
H -2.488 2.953 0.291
H -3.716 1.615 -0.010
*
```

Summary:
- Molecular weight: 186.22 g mol⁻¹
- Gap between HOMO and LUMO (spin up / spin down): 8.05 / 8.04 eV
- HOMO energy (spin up / spin down): -0.48355 / -0.48358 hartree

Unit: eV. Relative energies: A 0.000; B 4.177.

--- A ---
Here is a cluster of 2 separate species, H2N3O2S in total from the Open Molecules 2025 dataset. Energies are from wB97M-V/def2-TZVPD.

```
! RIJCOSX wB97M-V def2-TZVPD def2/J DEFGRID3
* xyz -1 1
N -0.090 -0.835 -2.550
N 0.889 0.328 0.329
N 0.687 0.787 1.520
O 0.628 -0.104 2.418
O -0.054 -1.281 -3.651
S -0.237 1.212 -2.333
H 0.667 0.765 -0.533
H 0.862 -0.629 0.200
*
```

Summary:
- Molecular weight: 108.10 g mol⁻¹
- Gap between HOMO and LUMO: 7.97 eV
- HOMO energy: -0.14311 hartree

--- B ---
Here is the ion H2N3O2S with charge -1 from the Open Molecules 2025 dataset. Energies are from wB97M-V/def2-TZVPD.

```
! RIJCOSX wB97M-V def2-TZVPD def2/J DEFGRID3
* xyz -1 1
H -1.860 -0.555 0.215
N -1.222 -0.818 -0.507
N -0.037 -0.450 -0.183
O 0.234 0.439 0.709
N 0.836 -0.886 -1.091
O 2.003 -0.111 -1.082
S 1.144 -2.696 0.002
H 1.745 0.473 -0.366
*
```

Summary:
- SMILES: [H]/N=[N+](\[O-])N(O)[S-]
- Molecular weight: 108.10 g mol⁻¹
- Gap between HOMO and LUMO: 7.39 eV
- HOMO energy: -0.12940 hartree

Unit: eV. Relative energies: A 0.000; B 1.613.

--- A ---
Here is a cluster of 2 separate species, C3H13N3O in total from the Open Molecules 2025 dataset. Energies are from wB97M-V/def2-TZVPD.

```
! RIJCOSX wB97M-V def2-TZVPD def2/J DEFGRID3
* xyz 0 1
N -1.617 -0.764 1.944
C -0.562 0.276 2.071
C 0.738 -0.033 1.239
N 0.328 -0.317 -0.145
C 1.481 -0.362 -1.005
N 1.151 -0.480 -2.441
H -2.392 -0.568 2.562
H -1.248 -1.588 2.312
H -1.071 1.084 1.632
H -0.241 0.451 3.104
H 1.229 -0.981 1.601
H 1.543 0.809 1.227
H -0.295 -1.136 -0.264
H 2.112 0.503 -0.756
H 2.001 -1.218 -0.729
H 0.364 0.158 -2.607
H 0.854 -1.423 -2.674
O -1.278 1.538 -1.485
H -0.909 2.301 -1.911
H -0.695 0.937 -0.946
*
```

Summary:
- SMILES: NCCNCN.O
- Molecular weight: 107.16 g mol⁻¹
- Gap between HOMO and LUMO: 10.11 eV
- HOMO energy: -0.33674 hartree

--- B ---
Here is a cluster of 2 separate species, C3H13N3O in total from the Open Molecules 2025 dataset. Energies are from wB97M-V/def2-TZVPD.

```
! RIJCOSX wB97M-V def2-TZVPD def2/J DEFGRID3
* xyz 0 1
N 2.072 0.893 -1.168
C 0.715 0.701 -1.740
C -0.286 0.848 -0.593
N -0.038 -0.157 0.432
C -0.884 0.013 1.614
N -0.476 -0.730 2.754
H 2.775 0.537 -1.809
H 2.160 1.906 -1.129
H 0.636 -0.310 -2.141
H 0.425 1.373 -2.550
H -0.237 1.883 -0.219
H -1.291 0.693 -1.002
H 0.953 -0.045 0.643
H -1.878 -0.272 1.238
H -1.056 1.058 1.910
H -0.200 -1.689 2.549
H 0.200 -0.258 3.331
O -1.120 -2.504 -0.710
H -2.005 -2.143 -0.623
H -0.464 -1.798 -0.786
*
```

Summary:
- SMILES: NCCNCN.O
- Molecular weight: 107.16 g mol⁻¹
- Gap between HOMO and LUMO: 9.99 eV
- HOMO energy: -0.33272 hartree

--- C ---
Here is a cluster of 2 separate species, C3H13N3O in total from the Open Molecules 2025 dataset. Energies are from wB97M-V/def2-TZVPD.

```
! RIJCOSX wB97M-V def2-TZVPD def2/J DEFGRID3
* xyz 0 1
N 1.696 1.883 1.595
C 1.774 1.748 0.075
C 0.431 1.360 -0.530
N -0.052 0.014 -0.402
C -0.389 -0.538 0.883
N -1.015 -1.871 0.778
H 0.987 1.231 1.867
H 2.547 1.496 1.967
H 2.549 0.999 -0.144
H 2.154 2.720 -0.244
H -0.302 2.043 -0.081
H 0.481 1.653 -1.573
H 0.444 -0.617 -1.016
H -1.056 0.131 1.433
H 0.519 -0.660 1.488
H -1.878 -1.809 1.312
H -1.320 -2.031 -0.174
O -2.619 -2.599 -2.040
H -1.801 -2.916 -2.445
H -3.151 -2.236 -2.751
*
```

Summary:
- SMILES: NCCNCN.O
- Molecular weight: 107.16 g mol⁻¹
- Gap between HOMO and LUMO: 9.29 eV
- HOMO energy: -0.31471 hartree

--- D ---
Here is a cluster of 2 separate species, C3H13N3O in total from the Open Molecules 2025 dataset. Energies are from wB97M-V/def2-TZVPD.

```
! RIJCOSX wB97M-V def2-TZVPD def2/J DEFGRID3
* xyz 0 1
N -1.459 1.297 0.644
C -1.546 0.658 -0.680
C -0.274 0.942 -1.468
N -0.185 0.053 -2.626
H -1.438 2.304 0.548
H -2.244 1.056 1.233
H -1.644 -0.421 -0.533
H -2.410 1.002 -1.259
H -0.303 1.969 -1.839
H 0.578 0.834 -0.795
H 0.539 0.387 -3.246
H 0.124 -0.861 -2.313
N 1.791 -1.286 0.409
C 0.972 -1.413 1.612
O 0.593 -0.161 2.084
H 2.547 -0.634 0.588
H 2.187 -2.178 0.146
H 0.102 -2.028 1.355
H 1.512 -1.900 2.430
H -0.079 0.246 1.497
*
```

Summary:
- SMILES: NCCN.NCO
- Molecular weight: 107.16 g mol⁻¹
- Gap between HOMO and LUMO: 10.27 eV
- HOMO energy: -0.33909 hartree

Unit: eV. Relative energies: A 0.581; B 0.134; C 0.642; D 0.000.